(1)
This record from the Open Molecules 2025 dataset describes 6 unconnected molecules or ions with the total composition C4H18NO7S at a distorted geometry. The level of theory is ωB97M-V with the def2-TZVPD basis set.

CARTESIAN COORDINATES (ANGSTROEM)
O1 -3.275 1.259 -0.213
C1 -2.147 1.946 -0.049
N1 -1.146 1.071 0.021
C2 0.279 1.634 0.081
C3 0.191 2.953 -0.776
S1 1.939 2.978 -1.490
C4 0.927 1.523 1.509
O2 1.789 0.395 1.659
H1 -2.222 2.909 0.421
H2 -1.287 0.052 -0.230
H3 0.910 0.869 -0.607
H4 0.088 3.807 -0.165
H5 -0.421 2.947 -1.559
H6 2.208 0.182 0.797
H7 0.205 1.282 2.339
H8 1.526 2.404 1.683
H9 2.115 -2.179 1.736
H10 1.115 -3.158 1.601
O3 1.990 -3.019 1.300
H11 -0.330 -1.243 0.791
H12 -1.549 -2.122 0.785
O4 -0.640 -2.201 0.780
H13 1.706 -0.653 -2.676
H14 0.222 -0.403 -2.491
O5 1.041 -0.711 -2.039
H15 -3.625 -1.354 -0.545
H16 -3.008 -0.463 0.410
O6 -3.109 -1.364 0.298
H17 0.948 -3.159 -1.636
H18 1.724 -2.986 -0.394
O7 1.836 -3.195 -1.340

The value obtained for the HOMO energy is -0.1181 Ha. The max |F| comes out at 0.17400 hartree/bohr. As for the charge: -1. As for the multiplicity: 1. As for the energy above the lowest of the compared OMol25 structures with the same formula, charge and spin: 111.5 kcal/mol.

Results of the natural (NBO) charge analysis, in e, for atoms 1 through 6:
1. O -0.7611
2. C 0.4900
3. N -0.6098
4. C -0.1403
5. C -0.5227
6. S -0.7184

(2)
This record from the Open Molecules 2025 dataset describes a molecular structure, C4H19B2CdF2NO at a distorted geometry. The level of theory is ωB97M-V with the def2-TZVPD basis set.

CARTESIAN COORDINATES (ANGSTROEM)
Cd1 -1.491 -1.921 -1.300
F1 -0.549 -3.723 -0.995
F2 0.078 -0.700 -1.976
B1 -2.216 -1.272 0.549
H1 -2.612 -2.195 0.155
H2 -2.344 -0.529 -0.223
H3 -2.687 -0.941 1.461
H4 -1.162 -1.444 0.701
B2 -2.922 -2.327 -2.748
H5 -3.730 -2.699 -3.359
H6 -3.021 -1.283 -2.495
H7 -3.029 -2.885 -1.830
H8 -1.960 -2.556 -3.178
C1 3.304 0.690 0.690
C2 1.869 0.307 1.184
C3 0.949 1.532 1.028
O1 1.503 2.659 1.685
C4 0.923 3.846 1.209
N1 1.304 -0.868 0.554
H9 3.815 -0.214 0.360
H10 3.882 1.193 1.467
H11 3.430 1.395 -0.131
H12 1.998 0.104 2.247
H13 -0.080 1.271 1.275
H14 0.853 1.793 -0.026
H15 -0.020 4.084 1.701
H16 0.674 3.898 0.149
H17 1.604 4.661 1.455
H18 0.358 -1.071 0.844
H19 1.280 -0.805 -0.453

The value obtained for the HOMO energy is -0.0732 Ha. The max |F| comes out at 0.08727 hartree/bohr. As for the charge: -2. As for the multiplicity: 1. As for the energy above the lowest of the compared OMol25 structures with the same formula, charge and spin: 83.3 kcal/mol.

Results of the natural (NBO) charge analysis, in e, for atoms 1 through 6:
1. Cd 1.8017
2. F -0.9342
3. F -0.9200
4. B -0.9064
5. H -0.0075
6. H -0.0160

(3)
This record from the Open Molecules 2025 dataset describes a molecular structure, C4H19CdINO5 at a distorted geometry. The level of theory is ωB97M-V with the def2-TZVPD basis set.

CARTESIAN COORDINATES (ANGSTROEM)
Cd1 1.398 0.379 -1.007
I1 2.707 -1.450 0.742
C1 -1.905 1.268 0.795
C2 -1.234 -0.087 0.894
C3 -2.201 -1.168 1.380
O1 -1.560 -2.400 1.549
C4 -0.866 -2.537 2.774
N1 -0.646 -0.494 -0.420
H1 -2.667 1.286 0.006
H2 -1.221 2.107 0.684
H3 -2.527 1.459 1.675
H4 -0.378 -0.085 1.575
H5 -2.954 -1.338 0.599
H6 -2.746 -0.814 2.265
H7 -0.149 -1.728 2.938
H8 -0.364 -3.498 2.767
H9 -1.569 -2.525 3.618
H10 -1.348 -0.373 -1.153
H11 -0.576 -1.515 -0.358
O2 0.445 1.817 -2.335
H12 -0.391 2.290 -2.261
H13 0.910 2.226 -3.073
O3 1.529 2.118 0.389
H14 1.731 3.016 0.107
H15 1.331 2.179 1.329
O4 3.363 1.234 -1.936
H16 3.898 2.023 -2.068
H17 3.810 0.540 -2.433
O5 1.415 -1.022 -2.753
H18 1.253 -1.957 -2.578
H19 1.512 -0.950 -3.709

The value obtained for the HOMO energy is -0.4036 Ha. The max |F| comes out at 0.05168 hartree/bohr. As for the charge: +1. As for the multiplicity: 1. As for the energy above the lowest of the compared OMol25 structures with the same formula, charge and spin: 0.0 kcal/mol.

Results of the natural (NBO) charge analysis, in e, for atoms 1 through 6:
1. Cd 1.6197
2. I -0.7669
3. C -0.6395
4. C -0.0926
5. C -0.0764
6. O -0.5387

(4)
This record from the Open Molecules 2025 dataset describes 5 unconnected molecules or ions with the total composition C4H19N2O4 at a distorted geometry. The level of theory is ωB97M-V with the def2-TZVPD basis set.

CARTESIAN COORDINATES (ANGSTROEM)
C1 -1.747 3.341 -1.055
C2 -1.692 1.777 -1.294
C3 -1.319 0.996 -0.040
N1 -0.506 -0.160 -0.327
C4 -1.001 -1.124 -1.164
N2 -0.244 -2.276 -1.346
H1 -0.812 3.624 -0.560
H2 -1.610 3.865 -1.995
H3 -2.662 3.689 -0.583
H4 -2.700 1.552 -1.614
H5 -0.936 1.776 -2.089
H6 -0.816 1.743 0.620
H7 -2.149 0.672 0.608
H8 0.417 -0.167 0.067
H9 -1.881 -1.046 -1.767
H10 -0.378 -2.923 -2.097
H11 0.504 -2.385 -0.686
H12 3.098 -0.270 1.169
H13 2.288 1.051 1.213
O1 2.203 0.095 1.009
H14 3.017 -3.268 -0.346
H15 2.480 -4.293 0.663
O2 2.295 -3.441 0.260
H16 2.329 3.589 1.486
H17 2.529 2.951 0.142
O3 2.116 2.802 0.999
H18 -1.767 -2.623 2.412
H19 -1.040 -1.212 2.563
O4 -1.555 -1.782 1.985

The value obtained for the HOMO energy (spin up / spin down) is -0.1251 / -0.2773 Ha. The max |F| comes out at 0.05143 hartree/bohr. As for the multiplicity: 2. As for the energy above the lowest of the compared OMol25 structures with the same formula, charge and spin: 0.0 kcal/mol.

Results of the natural (NBO) charge analysis, in e, for atoms 1 through 6:
1. C -0.6057
2. C -0.4142
3. C -0.2279
4. N -0.6575
5. C 0.0266
6. N -0.8690

(5)
This record from the Open Molecules 2025 dataset describes 5 unconnected molecules or ions with the total composition C4H19N3O5 at a distorted geometry. The level of theory is ωB97M-V with the def2-TZVPD basis set.

CARTESIAN COORDINATES (ANGSTROEM)
C1 -0.768 2.484 -1.575
N1 0.079 1.385 -1.160
C2 1.498 1.513 -0.981
C3 1.755 1.778 0.533
O1 2.118 2.860 0.933
N2 1.588 0.659 1.363
C4 1.670 -0.761 1.068
N3 0.955 -1.499 2.134
H1 -0.349 3.505 -1.392
H2 -1.189 2.341 -2.590
H3 -1.595 2.418 -0.866
H4 -0.422 0.656 -0.688
H5 2.110 0.597 -1.193
H6 1.923 2.371 -1.526
H7 1.468 0.958 2.342
H8 2.681 -1.172 1.033
H9 1.001 -0.929 0.188
H10 0.053 -1.199 2.479
H11 1.435 -1.327 3.042
O2 -0.863 -1.323 -1.862
H12 -0.386 -0.917 -2.583
H13 -0.688 -2.228 -1.622
O3 -2.007 -0.033 0.712
H14 -1.670 -0.939 0.968
H15 -2.390 -0.299 -0.186
O4 -0.650 -3.227 0.074
H16 -0.780 -3.591 0.958
H17 -0.067 -2.499 0.384
O5 -3.402 -1.849 -0.740
H18 -2.492 -2.154 -0.661
H19 -3.508 -1.329 -1.537

The value obtained for the HOMO energy is -0.2931 Ha. The max |F| comes out at 0.06419 hartree/bohr. Its structure (SMILES) is CNCC(=O)NCN.O.O.O.O. As for the multiplicity: 1. As for the energy above the lowest of the compared OMol25 structures with the same formula, charge and spin: 41.4 kcal/mol.

Results of the natural (NBO) charge analysis, in e, for atoms 1 through 6:
1. C -0.4142
2. N -0.6865
3. C -0.2990
4. C 0.6876
5. O -0.5999
6. N -0.6833

(6)
This record from the Open Molecules 2025 dataset describes 5 unconnected molecules or ions with the total composition C4H19N3O5 at a distorted geometry. The level of theory is ωB97M-V with the def2-TZVPD basis set.

CARTESIAN COORDINATES (ANGSTROEM)
N1 -0.981 -2.765 -1.746
C1 -1.143 -2.573 -0.299
C2 -1.934 -1.300 0.046
N2 -1.291 -0.089 -0.486
C3 -0.821 0.939 0.252
O1 -0.502 1.997 -0.298
C4 -0.776 0.830 1.754
N3 0.226 1.723 2.332
H1 -0.064 -2.417 -2.013
H2 -1.622 -2.227 -2.314
H3 -1.852 -3.350 0.004
H4 -0.158 -2.541 0.150
H5 -1.993 -1.239 1.118
H6 -2.946 -1.337 -0.359
H7 -0.876 -0.219 -1.401
H8 -1.764 0.989 2.184
H9 -0.514 -0.191 2.025
H10 -0.154 2.265 3.100
H11 0.482 2.426 1.644
O2 0.374 0.167 -2.973
H12 -0.229 0.577 -3.597
H13 1.172 0.689 -2.864
O3 1.599 3.633 -0.090
H14 2.059 2.790 -0.126
H15 0.657 3.383 -0.128
O4 1.461 -1.990 0.995
H16 2.103 -1.581 0.389
H17 1.769 -1.547 1.799
O5 2.496 0.712 0.083
H18 1.837 1.183 0.604
H19 3.384 1.063 0.215

The value obtained for the HOMO energy is -0.3337 Ha. The max |F| comes out at 0.04307 hartree/bohr. Its structure (SMILES) is NCCNC(=O)CN.O.O.O.O. As for the multiplicity: 1. As for the energy above the lowest of the compared OMol25 structures with the same formula, charge and spin: 11.3 kcal/mol.

Results of the natural (NBO) charge analysis, in e, for atoms 1 through 6:
1. N -0.8345
2. C -0.2546
3. C -0.2271
4. N -0.6254
5. C 0.6826
6. O -0.6832

(7)
This record from the Open Molecules 2025 dataset describes 7 unconnected molecules or ions with the total composition C4H19NO8 at a distorted geometry. The level of theory is ωB97M-V with the def2-TZVPD basis set.

CARTESIAN COORDINATES (ANGSTROEM)
C1 -1.542 2.002 2.180
C2 -1.232 2.265 0.730
O1 -1.435 3.353 0.216
N1 -0.620 1.271 0.007
C3 -0.622 -0.129 0.420
C4 -1.897 -0.853 0.051
O2 -1.909 -2.062 -0.065
H1 -0.743 1.456 2.684
H2 -1.742 2.934 2.699
H3 -2.456 1.409 2.273
H4 -0.514 1.410 -1.000
H5 0.201 -0.634 -0.078
H6 -0.477 -0.224 1.492
H7 -2.817 -0.264 -0.068
O3 3.593 -0.179 -0.552
H8 3.049 0.615 -0.630
H9 3.537 -0.419 0.412
O4 0.435 0.368 -3.100
H10 0.679 0.665 -3.970
H11 1.032 -0.425 -2.987
O5 3.312 -0.943 2.187
H12 3.369 -1.905 2.267
H13 4.021 -0.586 2.735
O6 0.478 -3.311 -0.861
H14 -0.383 -2.899 -0.601
H15 0.603 -4.121 -0.332
O7 2.156 -1.665 -2.438
H16 2.741 -1.189 -1.805
H17 1.599 -2.311 -1.941
O8 -4.019 1.820 0.273
H18 -4.803 1.865 -0.293
H19 -3.594 2.688 0.094

The value obtained for the HOMO energy is -0.3560 Ha. The max |F| comes out at 0.02052 hartree/bohr. Its structure (SMILES) is CC(=O)NCC=O.O.O.O.O.O.O. As for the multiplicity: 1. As for the energy above the lowest of the compared OMol25 structures with the same formula, charge and spin: 0.0 kcal/mol.

Results of the natural (NBO) charge analysis, in e, for atoms 1 through 6:
1. C -0.7328
2. C 0.6897
3. O -0.6410
4. N -0.6240
5. C -0.3461
6. C 0.4474

(8)
This record from the Open Molecules 2025 dataset describes 7 unconnected molecules or ions with the total composition C4H19NO9 at a distorted geometry. The level of theory is ωB97M-V with the def2-TZVPD basis set.

CARTESIAN COORDINATES (ANGSTROEM)
C1 -0.691 -1.727 1.336
O1 -0.488 -2.367 0.093
C2 -1.032 -0.213 1.154
C3 0.128 0.729 1.491
C4 -0.329 2.213 1.697
O2 -0.204 2.920 0.658
O3 -0.769 2.505 2.823
N1 -1.701 0.107 -0.114
H1 0.211 -1.763 1.961
H2 -1.501 -2.278 1.818
H3 -1.817 0.041 1.894
H4 0.577 0.367 2.421
H5 0.890 0.674 0.703
H6 -1.615 1.103 -0.289
H7 -1.186 -0.351 -0.864
H8 2.635 -0.618 0.351
H9 3.116 0.808 0.478
O4 3.429 -0.117 0.578
H10 -0.103 -1.918 -2.616
H11 -0.107 -1.048 -3.860
O5 -0.095 -1.971 -3.601
H12 1.638 -0.638 -1.500
H13 0.085 -1.725 -0.466
O6 0.693 -0.727 -1.331
H14 1.791 2.286 -0.632
H15 2.110 2.746 0.752
O7 2.583 2.481 -0.053
H16 -3.490 -1.589 -0.586
H17 -2.248 -2.380 -0.364
O8 -3.227 -2.450 -0.257
H18 0.414 0.891 -1.521
H19 -0.121 2.109 -0.687
O9 0.424 1.900 -1.466

The value obtained for the HOMO energy is -0.0855 Ha. The max |F| comes out at 0.03896 hartree/bohr. As for the charge: -2. As for the multiplicity: 1. As for the energy above the lowest of the compared OMol25 structures with the same formula, charge and spin: 20.9 kcal/mol.

Results of the natural (NBO) charge analysis, in e, for atoms 1 through 6:
1. C -0.0650
2. O -0.8148
3. C -0.0672
4. C -0.5618
5. C 0.7758
6. O -0.8114